1.
Density functional theory data (ωB97M-V/def2-TZVPD) for one molecule with the formula C20H29NO4S.

```
55
C20H29NO4S ωB97M-V/def2-TZVPD
C 1.558 -3.484 3.809
C 1.805 -2.064 3.335
H 2.875 -1.854 3.238
H 1.379 -1.326 4.025
O 1.185 -1.900 2.058
C 1.472 -0.773 1.405
O 2.237 0.057 1.818
C 0.740 -0.696 0.069
C 1.289 0.511 -0.708
N 0.756 0.555 -2.053
C -0.048 1.578 -2.419
O -0.311 2.495 -1.662
C -0.594 1.580 -3.841
C 0.467 2.105 -4.800
H 1.389 1.527 -4.731
H 0.693 3.151 -4.595
S -0.036 1.969 -6.549
C -1.265 3.300 -6.631
H -1.555 3.391 -7.672
H -2.132 3.046 -6.028
H -0.814 4.226 -6.287
H -0.937 0.592 -4.151
H -1.451 2.256 -3.841
C 1.099 -0.614 -2.829
H 0.737 -0.533 -3.851
C 0.521 -1.864 -2.161
C 1.040 -1.975 -0.731
H 0.597 -2.837 -0.230
H 2.123 -2.125 -0.756
H 0.811 -2.748 -2.731
H -0.568 -1.803 -2.159
H 2.193 -0.695 -2.861
H 1.032 1.439 -0.198
H 2.381 0.437 -0.756
C -0.776 -0.543 0.348
C -1.051 0.320 1.553
C -1.080 1.702 1.449
C -1.292 2.474 2.581
C -1.491 1.882 3.809
C -1.495 0.492 3.919
C -1.274 -0.281 2.788
H -1.271 -1.359 2.847
O -1.727 -0.004 5.171
C -1.815 -1.396 5.339
H -2.614 -1.826 4.725
H -0.869 -1.894 5.104
H -2.048 -1.552 6.391
H -1.657 2.468 4.699
H -1.305 3.550 2.498
H -0.950 2.181 0.491
H -1.248 -0.098 -0.529
H -1.201 -1.535 0.511
H 2.008 -4.194 3.120
H 1.996 -3.622 4.794
H 0.492 -3.686 3.863
```

Properties
E_HOMO ... -8.29 eV
Net charge ... 0
Orbital gap ... 8.9 eV

---

2.
Density functional theory data (ωB97M-V/def2-TZVPD) for C6H9NO as an isolated structure at a distorted geometry.

```
17
C6H9NO ωB97M-V/def2-TZVPD
C -2.197 0.695 -0.437
C -1.861 -0.442 -1.147
N -0.737 -1.110 -0.501
C -0.538 -0.300 0.600
C -1.353 0.803 0.770
C 1.767 0.715 0.839
C 0.496 0.276 1.355
H -3.009 1.314 -0.768
H -2.390 -1.109 -1.812
H -0.073 -1.758 -0.977
H -1.495 1.658 1.410
H 1.698 1.433 0.129
H 2.621 0.428 1.437
H 0.374 0.561 2.404
H 1.987 -0.890 -1.826
H 2.272 -0.899 -0.298
O 2.438 -1.376 -1.176
```

Properties
E_HOMO ... -7.28 eV
Net charge ... 0
Orbital gap ... 7.6 eV

---

3.
Density functional theory data (ωB97M-V/def2-TZVPD) for C4H9NO2S as an isolated structure at a distorted geometry.

```
17
C4H9NO2S ωB97M-V/def2-TZVPD
C -1.236 -0.389 1.118
C -0.317 -0.134 -0.088
C 0.379 1.278 -0.054
C 0.808 -1.171 -0.292
N -1.409 -0.293 -1.125
O -3.153 1.314 -0.187
O -3.573 -1.021 0.154
S -2.578 0.010 0.012
H -1.295 -1.346 1.364
H -0.915 0.379 1.895
H 1.376 1.083 0.253
H -0.122 2.100 0.556
H 0.287 1.628 -1.089
H 1.595 -0.923 0.444
H 1.288 -1.046 -1.253
H 0.203 -2.079 -0.400
H -1.442 0.276 -1.944
```

Properties
E_HOMO ... -10.17 eV
Net charge ... 0
Orbital gap ... 10.8 eV

---

4.
Density functional theory data (ωB97M-V/def2-TZVPD) for one molecule with the formula C5H10O2 at a distorted geometry.

```
17
C5H10O2 ωB97M-V/def2-TZVPD
C -0.966 1.324 0.494
C -0.592 -0.016 0.012
C -1.672 -0.916 -0.500
C 1.541 -0.549 0.403
C 1.446 0.490 -0.600
H -0.184 2.152 0.743
H -1.508 1.724 -0.130
H -1.515 1.510 1.449
H -2.100 -1.398 0.503
H -1.135 -1.850 -0.721
H -2.593 -0.478 -0.939
H 1.551 -1.668 -0.230
H 2.458 -0.492 1.011
H 2.253 0.199 -1.359
H 1.479 1.434 0.110
O 0.168 -0.676 1.065
O 0.175 0.285 -0.977
```

Properties
E_HOMO ... -9.60 eV
Net charge ... 0
Orbital gap ... 10.5 eV